19
Properties=species:S:1:pos:R:3:forces:R:3:mulliken_charge:R:1 method="wB97M-V/def2-TZVPD" gap_ev=10.168 multiplicity=1 charge=+1
N -1.621 0.082 1.720 0.530 -0.289 -0.538 -0.458
C -1.834 -0.438 0.469 -0.477 0.173 0.296 0.649
N -2.658 0.293 -0.335 0.058 -0.191 0.391 -0.440
O -1.356 -1.517 0.102 0.236 -0.036 -0.095 -0.778
H -0.872 -0.383 2.213 -0.152 0.020 0.096 0.257
H -1.554 1.084 1.750 -0.179 0.296 0.236 0.250
H -3.329 0.867 0.153 -0.029 0.132 -0.173 0.241
H -3.032 -0.230 -1.108 -0.036 0.019 -0.173 0.274
C 1.387 0.785 -0.636 0.094 0.050 0.211 -0.034
C 1.767 -0.371 -0.089 -0.166 -0.095 -0.116 -0.517
N 1.153 -1.606 -0.614 -0.007 -0.005 0.144 -0.156
N 1.689 2.047 -0.185 0.347 -0.202 -0.307 -0.472
H 0.723 0.756 -1.495 -0.042 0.077 0.004 0.305
H 2.412 -0.516 0.762 0.012 0.100 0.005 0.312
H 0.151 -1.680 -0.263 -0.120 -0.070 0.020 0.298
H 1.109 -1.592 -1.631 0.104 -0.136 -0.074 0.388
H 1.653 -2.446 -0.324 0.101 0.113 -0.114 0.382
H 2.498 2.112 0.422 -0.167 0.038 0.037 0.242
H 1.714 2.752 -0.910 -0.107 0.008 0.150 0.257

88
Properties=species:S:1:pos:R:3:forces:R:3:mulliken_charge:R:1 method="wB97M-V/def2-TZVPD" gap_ev="6.144 / 7.078" multiplicity=2 s_squared=1.1991
Ru 2.359 -1.109 -1.487 -2.885 -0.507 -1.759 0.424
C -2.436 -5.826 -2.767 0.233 0.020 -0.267 -1.102
Si -0.818 -5.191 -3.518 -0.168 -0.395 -0.095 0.273
C -1.212 -3.899 -4.830 0.169 0.002 0.310 -1.051
C 0.123 -6.574 -4.405 -0.203 0.116 0.203 -1.100
C 0.250 -4.720 -2.011 0.022 0.409 -0.202 0.320
C 0.748 -5.724 -1.196 -0.158 0.066 -0.135 -0.168
C 1.586 -5.428 -0.125 -0.031 -0.038 0.118 -1.182
C 1.959 -4.118 0.067 0.112 -0.077 0.275 -0.324
N 1.493 -3.120 -0.681 0.568 0.792 -0.648 0.040
C 0.620 -3.401 -1.666 -0.371 -0.546 0.132 0.814
S -0.018 -2.003 -2.425 1.384 0.641 0.176 -0.307
H -3.108 -6.181 -3.552 -0.032 -0.016 0.001 0.324
H -2.949 -5.031 -2.222 0.027 0.040 0.002 0.321
H -2.267 -6.651 -2.073 0.034 -0.003 0.013 0.348
H -1.706 -4.386 -5.675 -0.001 -0.110 0.077 0.348
H -0.307 -3.416 -5.198 0.038 0.012 0.013 0.349
H -1.871 -3.117 -4.456 -0.039 0.037 0.008 0.315
H -0.417 -6.874 -5.305 -0.030 -0.009 -0.004 0.329
H 0.255 -7.465 -3.788 0.006 0.003 0.026 0.335
H 1.112 -6.231 -4.712 0.008 0.058 0.019 0.329
H 0.477 -6.755 -1.395 0.064 -0.029 0.019 0.338
H 1.953 -6.200 0.536 0.021 0.014 -0.003 0.423
H 2.636 -3.856 0.870 0.022 0.020 -0.096 0.107
I 3.206 0.226 1.317 0.100 -0.403 0.573 0.168
C 4.331 -1.580 1.488 0.183 0.116 -0.321 -0.915
I 4.934 -2.408 -0.417 0.039 0.194 0.507 0.095
H 3.695 -2.308 1.977 0.008 0.031 -0.026 0.350
H 5.226 -1.385 2.064 0.002 -0.018 -0.028 0.532
Cl 2.920 -1.950 -3.635 0.381 -0.101 0.769 -0.456
S 4.440 0.679 -1.991 -0.244 -0.500 -0.131 -0.246
C 3.752 2.233 -1.924 0.403 -0.001 -0.089 -0.061
N 2.971 2.689 -2.897 -0.055 0.273 0.134 -0.030
C 2.242 3.943 -2.789 0.019 0.095 0.015 -0.182
C 3.085 4.953 -2.023 -0.039 -0.189 0.003 -0.735
C 3.498 4.355 -0.687 0.002 0.069 -0.094 -0.318
N 4.091 3.045 -0.915 -0.240 0.196 0.098 -0.081
H 2.590 1.977 -3.503 0.029 -0.094 0.054 0.334
H 1.283 3.779 -2.286 0.019 0.002 -0.019 -0.142
H 2.039 4.306 -3.796 -0.038 -0.030 0.011 0.404
H 2.517 5.868 -1.863 0.036 0.034 -0.030 0.407
H 3.977 5.180 -2.610 -0.001 0.097 0.032 0.311
H 2.629 4.265 -0.025 0.021 0.027 -0.001 -0.088
H 4.237 4.984 -0.191 -0.028 -0.005 0.015 0.459
H 4.692 2.646 -0.214 -0.012 -0.120 -0.040 0.344
O 1.146 0.795 -2.433 0.069 -0.464 -0.185 -0.927
C 0.398 0.858 -1.429 0.022 0.466 0.386 1.070
O 0.591 0.143 -0.415 0.289 0.094 0.278 -0.073
C -0.718 1.897 -1.407 0.033 -0.282 0.347 -1.239
C -0.657 2.715 -0.104 0.069 -0.692 0.047 -0.723
Ge -1.324 1.861 1.591 -0.296 0.421 0.073 2.212
C -0.524 2.951 3.041 -0.122 -0.150 -0.228 -0.270
C 0.476 3.890 2.801 0.017 -0.065 -0.068 -0.153
C 0.993 4.670 3.827 0.043 0.052 0.046 -0.627
C 0.515 4.521 5.119 -0.001 -0.009 -0.010 -0.447
C -0.481 3.590 5.378 -0.019 -0.003 0.052 -0.820
C -0.995 2.817 4.347 -0.028 -0.010 -0.040 0.059
C -1.286 -0.020 2.201 0.302 0.379 -0.430 0.030
C -0.545 -0.406 3.311 0.095 0.054 -0.028 -0.191
C -0.544 -1.730 3.734 -0.016 -0.032 0.115 -0.770
C -1.291 -2.677 3.052 0.014 -0.005 0.022 -0.465
C -2.045 -2.298 1.948 0.022 -0.074 -0.065 -0.776
C -2.042 -0.978 1.530 -0.043 0.040 -0.071 -0.279
C -3.277 2.217 1.594 0.239 0.015 0.007 0.391
C -4.058 1.642 2.597 0.055 -0.051 0.013 -0.212
C -5.417 1.899 2.690 -0.043 0.003 0.032 -0.805
C -6.030 2.731 1.764 0.019 -0.016 0.002 -0.423
C -5.274 3.299 0.750 -0.064 0.049 -0.044 -0.730
C -3.911 3.047 0.673 0.083 -0.020 -0.033 -0.414
H -1.678 1.381 -1.494 0.021 -0.006 -0.084 0.281
H -0.586 2.523 -2.289 -0.125 0.047 0.023 0.376
H -1.264 3.618 -0.197 0.065 0.030 0.059 0.575
H 0.382 3.027 0.032 -0.057 0.060 0.152 -0.532
H 0.859 4.023 1.796 0.014 0.038 0.037 0.068
H 1.768 5.397 3.618 0.001 -0.003 -0.012 0.407
H 0.913 5.129 5.921 0.008 -0.004 0.002 0.380
H -0.859 3.469 6.386 -0.016 -0.002 -0.006 0.399
H -1.781 2.100 4.557 0.007 0.010 0.064 0.344
H 0.030 0.335 3.854 0.077 -0.053 -0.002 0.440
H 0.031 -2.019 4.607 -0.013 0.025 -0.046 0.414
H -1.297 -3.707 3.384 0.013 -0.010 -0.011 0.406
H -2.622 -3.040 1.409 -0.021 0.043 0.016 0.447
H -2.644 -0.684 0.677 0.021 -0.059 -0.041 0.360
H -3.594 0.969 3.310 -0.058 -0.009 0.017 0.216
H -6.000 1.447 3.483 -0.002 -0.008 -0.002 0.397
H -7.092 2.931 1.829 -0.003 0.003 -0.004 0.373
H -5.746 3.940 0.017 0.003 0.003 0.001 0.392
H -3.340 3.503 -0.128 -0.048 0.020 0.002 0.187

Q: Which relative energy (zero: lowest compared OMol25 entry of this formula, charge and spin) values were calculated for the entries above? A: 22.2; 87.8, in kcal per mole.